(1)
Below is the ion C5H7O3S with charge -1, with properties calculated with the ωB97M-V functional and the def2-TZVPD basis.

Structure (XYZ):
```
16
C5H7O3S, DFT the ωB97M-V functional and the def2-TZVPD basis
C -0.248 0.625 0.021
C 0.252 -0.546 0.307
C -0.153 0.719 -1.485
C 0.827 -0.392 -1.790
C 0.409 -1.307 1.544
O -0.796 1.428 2.610
O -2.668 1.730 0.970
O 0.839 -1.303 -0.752
S -1.218 1.963 1.252
H -1.111 0.605 -1.874
H 0.117 1.766 -1.696
H 0.603 -1.017 -2.667
H 1.880 0.181 -1.932
H -0.212 -2.271 1.628
H 0.060 -0.574 2.282
H 1.419 -1.606 1.583
```

As for the energy relative to the best compared isomer or geometry (same formula, charge and spin): 201.2 kJ/mol. Its spin multiplicity is 1. As for the LUMO energy: 3.716 eV. The molar mass comes out at 147.2 g mol⁻¹. As for the net charge: -1. The HOMO-LUMO gap is 7.4 eV.

(2)
Below is a cluster of 2 separate species, C5H14NO2 in total, with properties calculated with the ωB97M-V functional and the def2-TZVPD basis.

Structure (XYZ):
```
22
C5H14NO2, DFT the ωB97M-V functional and the def2-TZVPD basis
C 1.394 -1.460 1.132
O 0.022 -1.594 1.404
C 1.438 -1.262 -0.390
C 0.681 -0.180 -1.121
C -0.788 -0.044 -1.030
C -1.619 -0.531 -1.899
N -1.223 0.742 0.156
H 1.362 -0.509 1.750
H 1.975 -2.228 1.478
H -0.193 -2.598 1.341
H 1.219 -2.168 -0.897
H 2.497 -1.168 -0.834
H 1.089 0.841 -0.848
H 0.904 -0.196 -2.173
H -1.466 -1.139 -2.660
H -2.664 -0.432 -1.947
H -0.255 1.233 0.490
H -1.413 -0.042 0.754
H -2.010 1.310 0.146
H -0.315 3.894 0.372
H -0.224 4.134 1.668
O 0.154 3.437 1.110
```

As for the energy relative to the best compared isomer or geometry (same formula, charge and spin): 374.0 kJ/mol. Its spin multiplicity is 1. As for the LUMO energy: -3.110 eV. The molar mass comes out at 120.2 g mol⁻¹. As for the net charge: +1. The HOMO-LUMO gap is 10.9 eV.

(3)
Below is a structure of composition C34H29F3GeIrN3S3, with properties calculated with the ωB97M-V functional and the def2-TZVPD basis.

Structure (XYZ):
```
74
C34H29F3GeIrN3S3, DFT the ωB97M-V functional and the def2-TZVPD basis
Ir 1.803 -0.127 0.415
C 4.304 -0.027 4.860
C 3.832 0.078 3.435
S 2.156 0.303 3.241
C 4.725 0.027 2.388
C 6.212 -0.086 2.590
S 4.290 0.118 0.733
H 3.440 -0.018 5.519
H 4.949 0.814 5.117
H 4.852 -0.956 5.011
H 6.495 -0.086 3.639
H 6.707 0.747 2.089
H 6.569 -1.004 2.124
N 1.943 1.497 -3.589
C 1.931 0.243 -4.151
C 1.975 -0.188 -5.460
C 1.977 -1.563 -5.679
C 1.917 -2.462 -4.622
C 1.852 -2.037 -3.305
C 1.872 -0.666 -3.066
N 1.853 0.030 -1.902
C 1.896 1.337 -2.219
C 1.892 2.356 -1.249
C 1.991 3.741 -1.410
S 1.884 4.536 0.145
C 1.725 2.968 0.879
N 1.746 1.970 0.056
H 1.964 2.379 -4.067
H 2.008 0.510 -6.284
H 2.024 -1.932 -6.694
H 1.923 -3.522 -4.838
H 1.795 -2.730 -2.484
H 2.143 4.309 -2.302
H 1.613 2.871 1.940
C -0.072 -0.347 1.160
Ge -1.856 -0.133 0.457
C -2.473 1.584 -0.345
C -3.852 1.768 -0.370
C -4.411 2.933 -0.858
C -3.589 3.948 -1.318
C -2.215 3.784 -1.295
C -1.664 2.605 -0.817
C -2.848 -0.204 2.190
C -2.512 0.760 3.135
C -2.963 0.672 4.437
C -3.767 -0.391 4.815
C -4.139 -1.338 3.879
C -3.682 -1.244 2.575
C -2.584 -1.583 -0.717
C -3.370 -1.335 -1.834
C -3.858 -2.381 -2.600
C -3.553 -3.688 -2.265
C -2.759 -3.947 -1.160
C -2.284 -2.899 -0.393
H -0.152 -0.845 2.129
H -4.489 0.977 0.006
H -5.487 3.057 -0.877
H -4.023 4.866 -1.694
H -1.572 4.582 -1.646
H -0.594 2.475 -0.811
H -1.865 1.576 2.840
H -2.676 1.420 5.165
H -4.100 -0.482 5.840
H -4.777 -2.163 4.172
H -3.965 -1.995 1.847
H -3.605 -0.315 -2.112
H -4.478 -2.178 -3.465
H -3.932 -4.505 -2.865
H -2.506 -4.966 -0.900
H -1.656 -3.098 0.463
F 2.979 -2.676 -0.190
C 1.965 -2.158 0.571
F 2.242 -2.664 1.819
F 0.888 -2.909 0.175
```

As for the energy relative to the best compared isomer or geometry (same formula, charge and spin): 254.1 kJ/mol. Its spin multiplicity is 2. As for the LUMO energy (alpha / beta): 1.598 / 1.595 eV. The molar mass comes out at 897.6 g mol⁻¹. Its expectation value of S² is 0.7576. As for the net charge: -1. The HOMO-LUMO gap (alpha / beta) is 4.4 / 4.4 eV.

(4)
Below is the molecule C4H8N2, with properties calculated with the ωB97M-V functional and the def2-TZVPD basis.

Structure (XYZ):
```
14
C4H8N2, DFT the ωB97M-V functional and the def2-TZVPD basis
C 1.763 -0.214 -0.410
C 0.506 0.647 -0.340
C -0.614 -0.009 0.459
N -1.728 0.873 0.655
C -1.229 -2.440 -0.179
N -0.983 -1.290 -0.140
H 1.544 -1.200 -0.832
H 2.193 -0.361 0.588
H 2.526 0.261 -1.034
H 0.713 1.604 0.150
H 0.135 0.867 -1.350
H -0.235 -0.292 1.444
H -2.147 1.131 -0.232
H -2.442 0.424 1.220
```

As for the energy relative to the best compared isomer or geometry (same formula, charge and spin): 94.4 kJ/mol. Its spin multiplicity is 1. As for the LUMO energy: 0.943 eV. The molar mass comes out at 84.1 g mol⁻¹. As for the net charge: 0. The HOMO-LUMO gap is 11.3 eV.

(5)
Below is a structure of composition C9H13BF6N5O8S2V, with properties calculated with the ωB97M-V functional and the def2-TZVPD basis.

Structure (XYZ):
```
45
C9H13BF6N5O8S2V, DFT the ωB97M-V functional and the def2-TZVPD basis
O -1.355 3.914 -2.567
V -1.546 3.562 -4.135
B -4.364 1.981 -2.943
F -5.231 1.317 -3.823
F -4.145 1.209 -1.909
F -3.127 2.213 -3.466
F -4.856 3.230 -2.500
N -3.616 7.312 -5.331
S -3.392 8.186 -4.129
O -2.500 7.658 -3.095
O -4.484 9.024 -3.694
F -2.402 9.264 -4.836
S -4.232 6.071 -4.307
O -5.390 6.321 -3.447
O -3.316 5.078 -3.948
F -4.925 5.271 -5.519
O -2.868 2.548 -8.153
C -2.792 3.409 -7.144
O -2.347 3.021 -6.072
O -2.981 4.608 -7.432
H -2.519 1.734 -7.782
C -2.453 2.022 1.341
C -1.115 1.446 1.189
N -0.083 1.063 1.078
H -2.514 3.055 1.682
H -2.857 1.391 2.133
H -3.076 1.900 0.455
C -3.737 -1.359 -4.597
C -3.166 -0.764 -5.888
N -2.736 -0.267 -6.828
H -3.433 -2.329 -4.205
H -4.812 -1.442 -4.758
H -3.509 -0.769 -3.710
C -4.884 5.907 0.448
C -3.676 5.982 1.289
N -2.728 6.029 2.009
H -5.028 4.967 -0.084
H -4.810 6.645 -0.351
H -5.753 6.101 1.076
C -7.164 -0.651 -2.116
C -6.052 -1.584 -1.786
N -5.209 -2.312 -1.461
H -7.140 0.200 -1.434
H -8.104 -1.186 -1.981
H -6.991 -0.287 -3.128
```

As for the energy relative to the best compared isomer or geometry (same formula, charge and spin): 389.3 kJ/mol. Its spin multiplicity is 2. As for the LUMO energy (alpha / beta): -1.768 / -1.148 eV. The molar mass comes out at 559.1 g mol⁻¹. Its expectation value of S² is 0.8467. As for the net charge: -1. The HOMO-LUMO gap (alpha / beta) is 5.4 / 6.1 eV.